Computed, not measured: 7 unconnected molecules or ions with the total composition C14H42O11, with ωB97M-V/def2-TZVPD.

```
67
Properties=species:S:1:pos:R:3:forces:R:3
C 1.809611 1.096985 -4.010958 -0.6236 -0.2756 0.0982
C 2.823252 0.125543 -4.561162 -0.2101 0.1881 -0.2352
O 2.497633 -1.196663 -4.160095 0.1960 0.0378 -0.0207
O 0.538508 0.808144 -4.621985 0.4074 0.1125 0.0426
H 2.070008 2.143860 -4.183901 0.2324 -0.0557 -0.0001
H 1.719342 0.888521 -2.938101 0.1607 0.2669 0.0485
H 3.809925 0.390650 -4.183521 0.0348 -0.2397 0.1345
H 2.858740 0.188846 -5.654199 -0.0166 0.0851 0.0044
H 1.637709 -1.386706 -4.550524 -0.0377 -0.0375 0.0563
H -0.073536 1.485031 -4.320167 -0.1953 -0.1051 -0.0674
C -4.459518 1.970794 -2.476952 0.3989 0.7816 0.7620
C -4.938450 1.086000 -1.361937 -0.1899 -0.8142 0.0192
O -3.789588 0.391523 -0.868205 0.0168 0.2281 0.1701
O -3.788930 1.278063 -3.500788 -0.4025 -0.1553 -0.4008
H -3.764543 2.712458 -2.049623 -0.1145 -0.1013 0.1067
H -5.308648 2.557390 -2.832588 0.0358 -0.2852 -0.5420
H -5.658405 0.333048 -1.711410 -0.0002 0.1937 -0.2322
H -5.453721 1.668404 -0.592965 0.2609 0.1619 0.0775
H -4.039133 -0.156351 -0.118642 -0.0275 -0.0234 -0.0173
H -3.315916 0.545429 -3.091908 0.0470 0.0161 0.1071
C -1.665981 -2.886195 3.844308 -0.1108 0.2852 0.0074
C -0.614656 -1.886272 4.342407 0.0066 -0.6317 -0.6706
O -0.016189 -1.144660 3.294425 -0.2311 0.3844 0.1794
O -2.987385 -2.368661 3.772357 -0.1084 0.0786 -0.1254
H -1.630533 -3.800752 4.445180 -0.0625 0.0370 0.0661
H -1.443025 -3.157842 2.810282 0.1792 -0.1257 0.0547
H 0.166082 -2.468543 4.845133 -0.0417 0.1866 0.2698
H -1.088503 -1.176454 5.020087 0.1231 -0.0413 0.2230
H -0.066043 -1.631831 2.456265 0.2732 0.1223 -0.0458
H -3.309988 -2.144604 4.649387 0.1306 -0.0429 0.0772
C 1.883400 -5.080204 -0.414889 -0.3745 -0.4463 -0.3247
C 3.172966 -4.314796 -0.457593 0.7256 0.4561 1.0609
O 3.412305 -3.566508 0.747020 -0.2372 -0.3440 -0.1739
O 0.813973 -4.163247 -0.650707 -0.1683 0.2679 -0.2090
H 1.708375 -5.574209 0.544414 0.3487 0.2067 0.1873
H 1.912442 -5.899146 -1.143344 -0.1467 0.3171 -0.2814
H 3.251075 -3.607996 -1.285718 -0.3691 -0.3161 -0.3758
H 4.003014 -5.019393 -0.528836 -0.0069 0.0147 -0.0038
H 2.641902 -3.007764 0.913425 0.0534 0.1272 0.0024
H 0.048276 -4.552527 -1.078386 0.1136 -0.2758 0.0451
C -0.424338 -0.293965 -1.054967 1.0178 0.5856 -0.5417
C 0.684148 -0.556305 -0.057487 -0.0965 0.1643 0.8799
O 0.576122 -1.775976 0.670876 0.0197 -0.3016 -0.1445
H -0.248352 0.743745 -1.362309 -0.3401 0.0024 -0.0545
H -1.427516 -0.356021 -0.647623 -0.0028 -0.1985 0.0251
H -0.280530 -0.853243 -1.982723 -0.3108 -0.3543 0.1787
H 0.645505 0.206012 0.726556 -0.0387 -0.0048 -0.0977
H 1.684759 -0.469885 -0.493789 -0.1083 -0.0997 -0.2884
H 0.634947 -2.538728 0.071423 -0.1203 -0.0082 -0.0215
C -0.837750 3.003751 0.241417 -0.2363 -0.4350 -0.1758
C -0.338164 4.426960 0.420695 0.3452 -0.8395 0.3673
O -1.416457 5.335063 0.472289 -0.0553 0.4564 -0.1368
H -1.419602 2.930893 -0.679286 -0.0279 -0.0538 0.0183
H -1.475308 2.655266 1.059248 -0.1139 0.3684 0.0530
H -0.053733 2.244244 0.205568 0.2740 0.3633 -0.1733
H 0.305297 4.711233 -0.413038 -0.1630 0.0832 -0.1069
H 0.304534 4.451147 1.308157 -0.1644 0.3199 0.1024
H -1.738051 5.441052 1.370364 0.0967 -0.1563 0.0595
C 2.611716 3.266806 2.777461 -0.0934 0.1326 -0.4519
C 1.912179 1.930734 2.656442 -0.0132 -0.2562 -0.0222
O 1.935016 1.283185 3.916037 -0.0754 0.1852 0.2097
H 3.600430 3.135530 3.213349 -0.0144 0.0507 0.0957
H 2.036318 3.994790 3.350014 0.0322 -0.1797 0.2656
H 2.733625 3.708992 1.783817 0.0911 -0.0967 -0.0077
H 2.419629 1.301680 1.912748 0.0971 0.0926 -0.0074
H 0.885236 2.057062 2.294561 -0.0324 0.0845 0.1293
H 1.324493 0.536617 3.904620 -0.0362 -0.1434 -0.2284
```
Positions in Å, forces in eV/Å.

Computed properties:
Energy relative to the best compared isomer or geometry (same formula, charge and spin): 0.0 kcal/mol
Spin multiplicity: 1
Total charge: 0
SMILES: OCCO.OCCO.OCCO.OCCO.CCO.CCO.CCO

---

Computed, not measured: a molecular structure, C33H33IrN9O2P, with ωB97M-V/def2-TZVPD.

```
79
Properties=species:S:1:pos:R:3:forces:R:3
Ir -0.396200 -0.547300 -0.248200 1.3430 1.6927 4.2617
N -2.872900 3.226100 -0.557200 0.8505 -1.8138 -2.2289
C -2.129200 2.142200 -0.901600 -1.6287 1.5750 0.8545
N -1.382800 1.516400 -0.020800 -0.0435 -1.7019 -1.3987
C -1.191800 2.048900 1.219300 1.3157 -0.8337 1.5955
N -0.461900 1.451000 2.133200 -1.4815 2.4477 0.8393
N 0.055400 0.295300 1.824300 1.3599 -3.0066 -2.2131
C 0.922600 -0.359200 2.547500 -1.5453 1.6557 -0.2890
C 1.527100 -1.512400 1.960100 0.6481 -1.1964 -0.3259
C 2.402800 -2.342300 2.672300 -0.6061 0.7904 -0.3451
C 2.987700 -3.413300 2.026700 0.0586 -0.2867 -0.5003
C 2.715000 -3.625300 0.680000 0.1191 0.1955 0.4388
C 1.840600 -2.763700 0.031800 0.2418 -0.3573 -0.1291
N 1.250100 -1.753300 0.652500 -1.5291 -0.1452 -0.9331
C -1.596500 3.464300 1.488900 0.3350 -0.0701 -0.3690
C -1.683400 3.917600 2.968100 0.7143 0.4601 0.1046
C -2.955200 4.475900 3.438400 -1.5659 0.5704 -0.8261
C -3.952400 4.816600 2.573200 0.9552 0.0157 2.3040
C -3.879400 4.487200 1.205100 1.6234 -1.5081 -1.8815
C -2.817900 3.771500 0.688200 -1.6123 1.6974 2.2257
H -3.624500 3.515800 -1.172300 0.2164 0.0277 -0.1814
H -2.231600 1.750300 -1.900500 -0.0701 -0.0106 -0.1144
H 1.203600 -0.028900 3.540300 -0.0598 0.1201 0.1108
H 2.603700 -2.128600 3.710400 0.0408 0.0064 0.1037
H 3.657300 -4.067600 2.560900 0.0794 -0.1035 0.0538
H 3.169400 -4.437700 0.136200 0.0301 -0.0657 -0.0515
H 1.626000 -2.895200 -1.020600 -0.1173 0.0091 0.0568
H -1.270000 3.167600 3.641300 -0.0659 -0.0260 -0.0145
H -3.039800 4.694900 4.491300 -0.1347 -0.0644 0.1530
H -4.856200 5.276800 2.940600 -0.0217 0.1000 0.0688
H -4.723100 4.705100 0.568300 -0.1347 0.0194 -0.1501
O 2.968000 0.094500 -0.792000 0.1713 -0.0396 -0.0790
C 2.596800 1.203800 -0.712100 0.0801 -0.0145 0.0707
O 1.235800 1.544800 -0.586200 -0.1154 -0.0220 -0.3128
C 3.217400 2.581200 -0.676500 0.0733 0.4407 0.0826
P 1.490800 3.202600 -0.477100 0.1681 -0.1473 0.3530
C 0.986000 3.842200 1.124300 0.8210 -0.1823 -1.1326
C -0.363300 4.473800 1.279800 -0.4571 -0.3098 -0.3661
C -0.609200 5.048400 2.692500 -0.5827 -0.2657 0.2061
C 0.493800 5.024200 3.670200 0.6195 -0.2833 -0.2192
C 1.653800 4.391000 3.417800 -0.3968 0.3879 0.6601
C 1.888600 3.796700 2.141000 -0.1897 0.0328 -0.7648
C 0.826800 3.978300 -1.943100 0.1119 -0.0863 0.6735
C 0.827300 5.375300 -1.991800 -0.0065 -0.1174 0.0881
C 0.461000 6.012200 -3.163000 0.0397 -0.0014 -0.0112
C 0.099100 5.262800 -4.275200 0.0645 -0.0408 0.1485
C 0.099100 3.873700 -4.221700 -0.0004 -0.0032 -0.0396
C 0.470400 3.220200 -3.060500 -0.0153 -0.1089 0.0952
H 3.694300 2.863100 -1.620300 -0.1797 0.0128 0.0408
H 3.945300 2.740900 0.118400 -0.0972 -0.0634 0.0444
H -0.566900 5.167800 0.461300 -0.0244 0.0354 0.0773
H -1.081600 6.029200 2.669400 -0.0190 0.0211 -0.0382
H 0.320600 5.506900 4.620000 0.0507 0.0949 0.1429
H 2.448600 4.373300 4.147000 0.0253 -0.0471 0.0823
H 2.857300 3.343300 1.994300 0.1580 -0.0501 -0.1010
H 1.135700 5.945400 -1.127200 0.0107 0.1705 0.0627
H 0.477800 7.088800 -3.215300 -0.0194 0.1222 -0.0037
H -0.166700 5.764900 -5.191500 -0.0622 0.0459 -0.1137
H -0.173400 3.304800 -5.097200 -0.0209 -0.0746 -0.0595
H 0.486900 2.138900 -3.020000 0.0114 -0.0482 -0.0472
C -5.858100 -0.624100 1.083900 -0.1886 -0.2170 -0.0022
C -6.440400 -1.864400 0.404200 0.1683 0.0693 0.0167
C -6.879400 -1.569400 -1.024700 -0.0147 -0.0061 0.0870
C -5.433000 -3.037500 0.436400 -1.4202 -0.0667 0.1171
N -4.136100 -2.590000 0.018100 1.7932 0.2287 0.6865
C -3.068100 -2.319400 0.781000 0.2300 0.1100 -0.1551
N -2.156300 -1.769500 -0.004500 0.4879 0.3093 0.0469
N -2.691700 -1.713400 -1.223800 0.1485 0.1560 -0.8605
N -3.855800 -2.199100 -1.215200 -0.8948 -0.2654 -0.8409
H -6.610800 0.157900 1.121900 -0.0516 0.0878 0.0208
H -5.000500 -0.231000 0.532800 0.0522 0.0639 -0.0537
H -5.554000 -0.841000 2.106600 0.0841 0.0367 0.1414
H -7.311200 -2.192700 0.980100 0.1059 -0.0440 -0.0303
H -6.022800 -1.394900 -1.674200 -0.0768 0.0746 -0.0466
H -7.516900 -0.690300 -1.049200 -0.0971 0.0755 -0.0151
H -7.444700 -2.404100 -1.429000 -0.0595 -0.0833 -0.1137
H -5.772100 -3.821700 -0.241900 0.1696 -0.0615 0.1118
H -5.338700 -3.437600 1.446800 0.1188 -0.0364 -0.1181
H -2.965000 -2.515900 1.827200 -0.0887 -0.0828 0.2492
```
Positions in Å, forces in eV/Å.

Computed properties:
Electronic energy: -64361.090 eV
Spin multiplicity: 2
Total charge: +3
<S²>: 0.754

---

Computed, not measured: a molecular structure, C44H40KN3O6Se, with ωB97M-V/def2-TZVPD.

```
95
Properties=species:S:1:pos:R:3:forces:R:3
K -1.155895 0.789930 -0.554115 -2.1247 0.8264 -2.0451
C 3.822630 -0.000145 4.235335 0.1770 -0.0669 0.2382
C 3.043854 0.975548 3.383737 -0.3326 -0.1165 -0.3330
C 3.356539 2.430307 3.675059 0.1733 0.1904 0.1267
O 3.295564 0.700459 2.019972 -0.0043 0.0831 0.0295
C 2.063930 0.377978 1.336295 -0.0200 0.0474 0.2194
C 0.968755 0.844557 2.340235 0.1605 -0.1501 0.0624
O 1.673390 0.735497 3.593323 0.0876 -0.0070 -0.1126
C -0.378138 0.036219 2.506656 -0.1040 -0.1736 -0.0938
O -1.294294 0.419301 1.586762 0.2198 -0.5188 2.0739
C -0.016360 -1.463400 2.378136 0.0837 -0.0614 -0.0159
C 0.584376 -2.195277 3.402221 -0.0059 -0.0301 0.0572
C 0.927824 -3.533783 3.234504 -0.0497 0.0781 -0.0551
C 0.680198 -4.170151 2.024311 -0.0180 0.1057 0.0107
C 0.110360 -3.442472 0.985094 0.0556 0.0565 -0.0044
C -0.222400 -2.103131 1.157118 0.0353 -0.1009 0.0159
C -0.988847 0.315808 3.910902 0.0659 0.1511 -0.1796
C -0.869841 1.566393 4.515844 -0.0330 0.0790 0.0663
C -1.568334 1.882553 5.673548 -0.0031 -0.0699 -0.0445
C -2.415582 0.950458 6.263409 0.0605 -0.0147 -0.0938
C -2.555578 -0.294211 5.664388 0.0477 0.0152 -0.0398
C -1.852365 -0.600100 4.504221 -0.0718 -0.0262 0.0286
C 2.106382 0.923435 -0.117300 -0.1004 -0.0101 -0.1141
O 1.012755 0.462410 -0.772135 1.9154 0.0381 -0.0533
C 3.384318 0.373818 -0.830360 -0.1588 -0.0124 0.0810
C 3.799036 0.979076 -2.015697 -0.0321 0.0008 -0.1416
C 4.820277 0.448944 -2.791012 -0.0347 -0.0188 0.0624
C 5.466491 -0.717599 -2.395257 -0.0709 0.0494 0.0609
C 5.072238 -1.330256 -1.213374 -0.0696 0.0766 0.0020
C 4.046191 -0.789445 -0.441687 0.0764 -0.0109 -0.0284
C 2.190916 2.476253 -0.108554 -0.0840 0.0718 0.0907
C 1.077308 3.244741 -0.452890 0.2005 0.0175 0.1203
C 1.124530 4.636140 -0.461539 0.0300 -0.0854 0.0572
C 2.298008 5.296419 -0.127798 0.0323 -0.0748 -0.0090
C 3.420353 4.548635 0.212722 -0.0606 -0.0130 -0.0013
C 3.362611 3.161129 0.223248 0.0089 -0.0301 0.0304
H 4.896744 0.153492 4.107381 -0.0381 0.0095 -0.0186
H 3.568837 -1.015076 3.926347 -0.0185 0.0363 0.0245
H 3.568914 0.131581 5.290530 0.0015 -0.0186 -0.0443
H 4.402496 2.655488 3.449467 -0.0479 -0.0216 -0.0212
H 3.166062 2.649698 4.729347 -0.0042 -0.0161 -0.0477
H 2.725994 3.069113 3.055777 0.0147 -0.0177 -0.0019
H 1.997082 -0.705870 1.230169 -0.0087 -0.0264 0.0284
H 0.677470 1.881974 2.138796 0.0510 0.0590 0.0270
H 0.779962 -1.705239 4.349181 -0.0019 -0.0109 -0.0173
H 1.389202 -4.078510 4.051436 -0.0078 0.0082 0.0016
H 0.945254 -5.212534 1.886538 -0.0061 0.0047 -0.0029
H -0.047490 -3.911183 0.019534 -0.0150 0.0080 0.0105
H -0.595232 -1.527708 0.319032 -0.0476 -0.1295 0.1892
H -0.223401 2.314596 4.074161 -0.0388 -0.0344 0.0254
H -1.453212 2.866838 6.113757 -0.0021 -0.0004 0.0040
H -2.963331 1.194483 7.166205 -0.0019 0.0025 0.0018
H -3.221231 -1.034025 6.095471 -0.0065 -0.0016 0.0110
H -1.990703 -1.570434 4.041840 0.0043 0.0055 0.0013
H 3.294471 1.881530 -2.343915 0.0070 -0.0391 0.0042
H 5.106815 0.947479 -3.710598 0.0142 -0.0087 -0.0030
H 6.261881 -1.139227 -2.999032 0.0091 -0.0061 0.0073
H 5.564551 -2.238815 -0.883808 -0.0029 -0.0004 0.0046
H 3.771491 -1.289134 0.478222 0.0043 0.0116 -0.0313
H 0.153130 2.760096 -0.720569 0.1471 0.0313 -0.0698
H 0.235656 5.196607 -0.724751 -0.0001 -0.0044 -0.0177
H 2.339049 6.379421 -0.137722 0.0042 -0.0025 0.0045
H 4.347953 5.048320 0.470889 0.0004 0.0018 0.0016
H 4.245882 2.590612 0.484859 -0.0222 -0.0039 0.0004
O -3.482901 -1.306976 -7.634134 0.1027 0.0767 -0.0421
C -2.401979 -0.398003 -7.437583 -0.1420 -0.0766 0.0820
C -2.155128 -0.211942 -5.966061 -0.0784 -0.1424 -0.0313
C -1.315924 0.797503 -5.524391 0.1194 0.1240 -0.0311
C -1.094297 0.939447 -4.164898 -0.1856 -0.1389 0.1365
N -1.667998 0.153748 -3.256531 0.1817 0.1099 -0.3564
C -2.470691 -0.813244 -3.684161 -0.2659 -0.3098 0.5715
C -2.742803 -1.042393 -5.024692 0.0095 0.1089 -0.1470
C -3.094090 -1.659531 -2.594851 0.3122 0.4860 -0.2718
C -3.679652 -2.887152 -2.844401 -0.0814 -0.2026 0.0491
C -4.195217 -3.616338 -1.774847 0.0169 -0.0350 -0.1869
C -4.848484 -4.948687 -2.014988 -0.0404 0.0052 -0.0952
O -5.983968 -4.850343 -2.877406 0.0604 -0.0216 0.0778
C -4.107364 -3.081833 -0.502953 -0.0140 0.0867 0.0992
C -3.509765 -1.835647 -0.344523 0.1715 0.0590 -0.0932
N -3.014162 -1.148714 -1.366623 -0.1646 -0.1515 0.2640
H -3.735356 -1.278024 -8.559460 0.0023 0.0006 -0.0215
H -2.620513 0.573761 -7.888073 -0.0377 0.0339 -0.0056
H -1.491740 -0.788095 -7.903835 0.0582 -0.0139 -0.0373
H -0.846980 1.484768 -6.220083 -0.0225 -0.0335 0.0074
H -0.445762 1.720190 -3.783058 -0.0037 -0.0287 0.0059
H -3.424138 -1.818841 -5.337160 0.0083 0.0180 -0.0249
H -3.724946 -3.291724 -3.847671 -0.0093 -0.0249 0.0413
H -5.122034 -5.397006 -1.056531 -0.0709 -0.0272 0.0384
H -4.158891 -5.628704 -2.515502 0.0287 -0.0160 -0.0164
H -6.456333 -4.045394 -2.640551 -0.0138 0.0045 -0.0034
H -4.484332 -3.620699 0.358441 -0.0004 0.0083 -0.0253
H -3.388887 -1.375070 0.634208 -0.0068 -0.0282 -0.0532
Se -4.103179 3.731733 -3.075008 -0.0987 0.3882 0.2460
C -4.619175 5.233367 -2.123045 0.0746 -0.2290 -0.1997
N -4.948843 6.180250 -1.533476 0.0501 -0.1613 -0.1167
```
Positions in Å, forces in eV/Å.

Computed properties:
Electronic energy: -144705.360 eV
Spin multiplicity: 1
Total charge: -2

---

Record order is preserved below.
Molar mass: 386.48, 810.88, 824.88 g mol⁻¹